[1]
Molecular formula: C5H10O2
Method: DFT, wB97M-V/def2-TZVPD

Summary:
- E_tot: -9438.2120 eV
- F_max: 0.51 eV/A
- HOMO level: -8.84 eV
- Spin multiplicity: 1
- Relative energy (zero: lowest compared OMol25 entry of this formula, charge and spin): 111.4 kcal per mole
- Molar mass: 102.133 Da

XYZ file:
```
17
Properties=species:S:1:pos:R:3:forces:R:3:mulliken_charge:R:1
C 0.90638 0.96243 -1.28318 -0.09 -0.03 0.03 -1.2589
C 0.76011 -0.42144 -0.61545 -0.22 -0.16 -0.30 -0.0418
O 1.80101 -0.63094 0.31966 -0.01 0.08 0.26 -0.5460
C -0.14188 1.35753 1.48358 -0.35 0.06 0.23 -0.4075
C -0.62614 -1.01523 -0.14484 0.02 -0.13 -0.05 -0.4686
C -1.42505 -0.54992 1.09045 -0.01 -0.03 -0.21 -0.5504
O -0.55426 0.22426 1.95134 0.24 0.45 -0.08 -0.1641
H 1.73954 0.90271 -1.99301 -0.15 0.00 0.14 0.3456
H 0.01468 1.26740 -1.83857 0.03 -0.12 0.06 0.3226
H 1.16192 1.76395 -0.58040 -0.15 -0.21 0.01 0.3679
H 0.97813 -1.13961 -1.40887 0.08 0.02 -0.06 0.4523
H 1.85670 0.12868 0.91872 -0.08 -0.16 -0.09 0.4435
H -0.72736 1.53340 0.53107 0.15 0.13 0.33 0.2450
H -1.29957 -0.99651 -1.01065 0.14 -0.04 0.07 0.2804
H -0.36854 -2.06249 0.03509 -0.07 0.05 -0.10 0.3088
H -1.77759 -1.39811 1.68798 0.18 0.16 -0.17 0.3250
H -2.29808 0.07388 0.85709 0.31 -0.04 -0.08 0.3465
```
Forces are in eV/Å.

---

[2]
Molecular formula: C4H7NO2
Method: DFT, wB97M-V/def2-TZVPD

Summary:
- E_tot: -9843.3044 eV
- F_max: 5.22 eV/A
- HOMO level: -9.79 eV
- Spin multiplicity: 1
- Relative energy (zero: lowest compared OMol25 entry of this formula, charge and spin): 91.7 kcal per mole
- Molar mass: 101.105 Da

XYZ file:
```
14
Properties=species:S:1:pos:R:3:forces:R:3:mulliken_charge:R:1
O 2.24158 -0.06916 -0.03882 -0.06 -0.16 0.05 -0.5297
C 0.91256 0.04733 0.39104 -0.46 0.00 0.00 0.2510
C 0.17054 1.26440 -0.17726 0.09 -0.02 -0.40 -0.6078
N -1.28277 0.91502 -0.17358 -0.46 -0.30 -2.43 -0.5447
C -1.33278 -0.52657 -0.40989 0.01 -2.44 -1.83 -0.4851
C 0.03221 -1.09259 -0.11598 -0.09 -0.77 0.05 0.3396
O 0.39415 -2.21333 -0.36822 0.27 0.28 0.23 -0.5695
H 2.46027 -1.01515 -0.03662 -0.04 0.18 -0.05 0.3387
H 0.84163 0.05614 1.49335 -0.02 -0.03 -0.14 0.2310
H 0.37128 2.18473 0.38429 -0.30 -0.30 -0.13 0.3346
H 0.50353 1.41842 -1.20976 0.28 0.05 0.08 0.2801
H -1.54354 0.59821 -1.21895 0.12 4.94 1.68 0.3237
H -1.44978 -0.68240 -1.66248 0.43 -1.02 2.54 0.2160
H -2.24239 -0.97313 -0.02277 0.25 -0.43 0.32 0.4220
```
Forces are in eV/Å.

---

[3]
Molecular formula: C2H5N2O2
Method: DFT, wB97M-V/def2-TZVPD

Summary:
- E_tot: -9230.5178 eV
- F_max: 2.45 eV/A
- Charge: -1
- HOMO level: -4.22 eV
- Spin multiplicity: 1
- Relative energy (zero: lowest compared OMol25 entry of this formula, charge and spin): 37.9 kcal per mole
- Molar mass: 89.074 Da

XYZ file:
```
11
Properties=species:S:1:pos:R:3:forces:R:3:mulliken_charge:R:1
N -0.07176 -0.31902 -0.59053 -0.08 -0.12 -0.29 -0.3642
C 0.67875 -0.56010 -1.63282 2.23 0.81 -0.62 0.1197
N 0.65927 -0.07905 -2.85852 -0.75 0.05 0.63 -0.7880
H -0.78338 0.39261 -0.70157 -0.07 -0.14 0.12 0.2686
H 0.28658 -0.49392 0.36886 -0.59 0.15 0.04 0.2627
H 1.59730 -1.13167 -1.37360 -0.57 -0.66 0.41 0.3089
H 1.17286 0.79903 -2.86515 -0.25 -0.06 -0.41 0.1727
O -1.67423 -0.60913 2.58237 -0.47 -0.33 0.10 -0.6173
C -0.89735 0.32928 2.42341 0.69 0.34 -0.23 0.0446
O 0.27995 0.31097 1.95863 0.01 -0.02 0.10 -0.7322
H -1.24800 1.36100 2.68892 -0.15 -0.01 0.16 0.3245
```
Forces are in eV/Å.

---

[4]
Molecular formula: C8H12N3O3S
Method: DFT, wB97M-V/def2-TZVPD

Summary:
- E_tot: -29938.8842 eV
- F_max: 3.23 eV/A
- Charge: -1
- HOMO level: -3.71 eV
- Spin multiplicity: 1
- Relative energy (zero: lowest compared OMol25 entry of this formula, charge and spin): 0.0 kcal per mole
- Molar mass: 230.269 Da

XYZ file:
```
27
Properties=species:S:1:pos:R:3:forces:R:3:mulliken_charge:R:1
C 2.29979 -1.80589 0.67379 0.11 -0.30 -0.18 -0.7779
C 1.12146 -2.11778 -1.37495 0.20 -0.11 0.18 -0.6371
C 1.66633 -0.59217 0.86158 -0.19 0.19 0.06 -0.5081
C 0.48681 -0.90937 -1.19440 -0.05 0.05 0.11 -0.4249
C 2.04974 -2.58452 -0.44626 -0.08 0.21 0.07 0.9306
C 0.74507 -0.10186 -0.07309 0.37 -0.21 -0.05 0.6763
C 0.00184 1.92273 1.18126 -0.33 0.11 0.35 -0.4277
C -1.47530 1.95322 1.65402 0.83 -0.41 0.65 -0.6347
N -4.37746 2.04458 -1.09716 0.42 -0.45 0.63 -0.7669
N 2.67295 -3.84202 -0.60651 0.11 -0.41 -0.06 -0.6399
N 0.18920 1.14081 -0.01338 -0.30 0.35 -0.26 -0.1373
O -2.93073 0.21455 -0.23435 0.05 0.18 0.25 -0.5634
O -1.92885 1.83630 -1.78213 -0.21 0.21 0.40 -0.7105
O -2.27117 2.76736 0.90773 -1.27 -1.17 -2.73 -0.6562
S -2.96759 1.53519 -0.80017 -0.18 1.19 0.69 1.2006
H 3.02487 -2.15054 1.40583 -0.04 0.00 0.03 0.2229
H 0.90096 -2.72044 -2.24721 -0.06 -0.02 -0.09 0.2448
H 1.91055 -0.01855 1.74285 0.01 0.08 0.03 0.2089
H -0.22983 -0.56076 -1.92244 -0.11 0.05 -0.09 0.3770
H 0.30380 2.95758 0.96999 -0.01 -0.06 0.18 0.2413
H 0.62633 1.53497 1.98939 0.02 0.04 -0.05 0.3569
H -1.48250 2.31613 2.70130 0.03 -0.05 -0.05 0.3706
H -1.85233 0.91528 1.66293 0.15 0.06 0.17 0.3238
H -4.28773 2.94395 -1.53569 0.06 0.48 -0.28 0.2247
H 3.56301 -3.89545 -0.12742 -0.08 -0.02 -0.20 0.2205
H 2.76243 -4.11484 -1.57776 0.11 0.06 0.19 0.2220
H -0.52166 1.33152 -0.71775 0.41 -0.06 0.06 0.0639
```
Forces are in eV/Å.